95
Properties=species:S:1:pos:R:3:mulliken_spin:R:1 method="wB97M-V/def2-TZVPD" s_squared=1.765 homo_lumo_gap_ev="5.89 / 6.12" relative_energy_ev=5.171 homo_energy_ha="-0.2615 / -0.2608" multiplicity=2
Sc -1.474 1.949 -0.158 -0.376
C 5.712 -3.800 -0.414 0.000
O 4.731 -3.850 0.614 0.001
C 4.667 -2.765 1.444 0.003
C 5.663 -1.800 1.601 0.014
C 5.469 -0.730 2.483 0.034
C 4.278 -0.608 3.208 0.018
C 3.299 -1.595 3.068 0.085
C 3.493 -2.665 2.191 -0.003
N 4.051 0.482 4.078 0.853
N 3.881 1.558 3.449 0.782
C 2.533 1.721 3.019 0.019
C 1.507 1.770 3.954 0.052
C 0.186 1.855 3.528 0.003
C -0.191 1.902 2.169 0.034
O -1.440 1.949 1.875 -0.003
C 0.873 1.893 1.210 -0.010
N 0.614 1.949 -0.124 -0.006
C 1.613 1.950 -1.024 -0.016
C 2.942 1.895 -0.684 0.009
C 3.245 1.829 0.665 0.006
C 2.225 1.819 1.644 0.090
H 5.534 -4.644 -1.087 0.000
H 6.718 -3.912 0.002 0.000
H 5.629 -2.881 -1.004 0.000
H 6.598 -1.849 1.055 0.002
H 6.239 0.028 2.596 -0.007
H 2.363 -1.508 3.615 -0.005
H 2.707 -3.407 2.073 0.003
H 1.724 1.718 5.015 -0.009
H -0.604 1.874 4.280 0.002
H 1.291 1.999 -2.058 0.003
H 3.715 1.901 -1.440 0.000
H 4.289 1.784 0.961 -0.019
N -1.490 1.900 -7.668 0.000
C -1.486 1.911 -6.508 -0.002
C -1.482 1.924 -5.076 0.003
C -1.848 0.782 -4.365 -0.016
C -1.828 0.845 -2.983 0.011
N -1.474 1.949 -2.291 0.071
C -1.124 3.040 -3.005 -0.019
C -1.112 3.078 -4.388 -0.002
H -2.141 -0.134 -4.867 0.000
H -2.103 -0.014 -2.377 0.078
H -0.846 3.910 -2.416 0.000
H -0.822 3.985 -4.908 0.000
F -2.473 5.332 2.469 -0.001
C -3.083 5.591 1.268 -0.020
F -4.388 5.888 1.570 0.001
F -2.530 6.762 0.815 -0.005
S -2.918 4.185 0.046 -0.091
O -3.555 3.028 0.691 -0.017
O -3.622 4.631 -1.164 -0.010
O -1.474 4.009 -0.158 0.017
C -4.840 -0.725 0.640 -0.004
Si -3.662 -1.402 -0.639 -0.022
C -4.199 -0.718 -2.290 0.013
C -3.807 -3.262 -0.675 0.000
Ge -1.474 -0.756 -0.158 0.012
Si 0.036 -1.402 -1.813 -0.030
C 0.140 -3.262 -1.920 -0.006
C -0.482 -0.725 -3.473 0.002
C 1.735 -0.718 -1.453 -0.006
Si -0.796 -1.402 1.977 -0.035
C -1.957 -0.718 3.268 0.002
C -0.755 -3.262 2.121 -0.002
C 0.900 -0.725 2.358 -0.003
H -5.877 -1.006 0.363 -0.001
H -4.754 0.380 0.677 0.001
H -4.611 -1.155 1.631 -0.005
H -5.256 -0.999 -2.473 0.002
H -3.576 -1.142 -3.097 -0.002
H -4.107 0.387 -2.282 -0.003
H -4.855 -3.543 -0.905 0.000
H -3.525 -3.677 0.312 0.000
H -3.138 -3.673 -1.457 0.000
H -0.856 -3.677 -2.170 0.001
H 0.483 -3.673 -0.950 0.000
H 0.863 -3.543 -2.713 0.000
H -1.455 -1.155 -3.770 -0.002
H 0.277 -1.006 -4.232 -0.001
H -0.557 0.380 -3.417 -0.002
H 2.122 -1.142 -0.509 0.000
H 1.682 0.387 -1.377 0.007
H 2.422 -0.999 -2.276 0.000
H -2.968 -1.142 3.131 -0.001
H -1.996 0.387 3.184 -0.001
H -1.588 -0.999 4.275 0.000
H -1.766 -3.673 1.932 0.000
H -0.430 -3.543 3.143 0.001
H -0.041 -3.677 1.383 0.000
H 0.890 0.380 2.265 0.000
H 1.644 -1.155 1.664 -0.007
H 1.179 -1.006 3.395 0.019
H -3.334 1.949 -0.158 -0.479

201
Properties=species:S:1:pos:R:3:mulliken_charge:R:1 method="wB97M-V/def2-TZVPD" homo_lumo_gap_ev=4.89 relative_energy_ev=1.666 homo_energy_ha=-0.3405 total_charge=+1
Zn 2.484 -4.197 1.503 0.181
C -0.583 -2.572 -1.381 -0.536
C 0.111 -1.279 -0.894 2.855
C -0.982 -0.174 -1.147 -0.995
C -0.755 1.162 -0.474 1.417
C -0.333 0.942 1.007 -1.367
C 0.829 -0.088 1.249 1.933
N 0.484 -1.371 0.530 -0.288
O 1.418 -2.431 0.844 1.808
C 0.761 -0.265 2.829 -0.982
C 2.168 0.595 0.834 -0.136
C 1.321 -0.918 -1.836 0.226
H -1.082 -2.406 -2.336 -0.395
H -1.374 -2.945 -0.731 -0.470
H 0.134 -3.388 -1.472 0.183
H -1.955 -0.491 -0.772 -0.270
H -1.024 -0.031 -2.227 0.258
H -1.660 1.750 -0.626 -0.958
H 0.083 1.672 -0.948 -0.560
H -1.257 0.749 1.551 0.177
H -0.034 1.917 1.393 0.361
H 0.889 0.712 3.294 0.298
H 1.575 -0.899 3.182 -0.809
H -0.164 -0.786 3.076 0.173
H 3.040 -0.053 0.747 0.204
H 2.405 1.291 1.639 0.553
H 2.117 1.229 -0.052 -1.583
H 1.159 -0.943 -2.913 -0.437
H 2.140 -1.621 -1.686 -0.668
H 1.707 0.090 -1.682 -0.477
C 0.998 4.380 0.446 0.573
C 1.203 5.762 -0.282 -0.600
O 0.365 6.754 0.258 -0.567
H -0.066 4.142 0.424 -0.407
H 1.389 4.356 1.463 0.568
H 1.576 3.576 -0.009 -0.512
H 1.041 5.650 -1.354 0.175
H 2.224 6.120 -0.154 0.422
H 0.234 7.418 -0.423 0.342
C 1.413 -3.433 -4.140 -0.233
C 2.808 -3.056 -4.555 -0.041
O 3.496 -4.249 -4.789 -0.635
H 0.888 -4.060 -4.860 0.504
H 0.741 -2.581 -4.025 -0.532
H 1.362 -3.873 -3.144 0.304
H 3.288 -2.477 -3.766 0.118
H 2.871 -2.466 -5.470 0.225
H 3.234 -4.899 -4.133 0.362
C -3.009 -1.502 -4.611 0.642
C -4.043 -2.492 -5.114 -0.727
O -3.754 -2.777 -6.431 -0.538
H -3.262 -1.186 -3.598 -0.071
H -2.872 -0.655 -5.283 0.134
H -2.020 -1.948 -4.504 -0.365
H -5.047 -2.079 -5.016 0.435
H -4.074 -3.441 -4.580 0.105
H -4.315 -2.206 -6.963 0.339
C -5.225 3.363 3.021 -0.947
C -4.832 1.894 2.981 0.466
O -5.986 1.249 2.489 -0.640
H -4.326 3.922 3.281 0.235
H -6.041 3.484 3.733 0.323
H -5.585 3.739 2.064 0.166
H -4.634 1.565 4.001 0.280
H -4.010 1.665 2.302 -0.246
H -6.141 1.548 1.590 0.478
C -5.015 0.706 -0.834 -0.110
C -6.296 1.533 -1.026 -0.894
O -6.328 2.427 0.050 -0.568
H -4.718 0.296 -1.799 0.102
H -5.037 -0.101 -0.102 0.443
H -4.146 1.291 -0.532 -0.106
H -7.088 0.792 -0.918 0.336
H -6.357 1.960 -2.027 0.439
H -5.848 3.220 -0.199 0.299
C -3.625 -1.547 2.441 -0.467
C -3.717 -2.526 1.196 0.755
O -4.534 -3.615 1.501 -0.645
H -4.591 -1.506 2.944 0.531
H -3.333 -0.561 2.082 -0.391
H -2.823 -1.882 3.099 0.257
H -2.718 -2.895 0.964 -0.720
H -4.033 -1.882 0.376 0.272
H -4.496 -4.243 0.776 0.380
C 4.046 3.224 -0.802 -0.289
C 5.509 2.925 -1.357 -0.542
O 5.544 3.412 -2.665 -0.522
H 3.781 4.278 -0.711 0.313
H 3.953 2.861 0.221 0.065
H 3.321 2.731 -1.450 0.101
H 5.667 1.851 -1.461 0.226
H 6.223 3.332 -0.641 0.359
H 5.750 4.349 -2.674 0.333
C -2.834 4.548 -0.784 0.718
C -4.081 5.208 -0.287 -0.665
O -5.217 4.746 -0.967 -0.641
H -1.905 4.906 -0.340 0.008
H -2.755 4.586 -1.870 -0.209
H -2.939 3.484 -0.570 -0.367
H -4.043 6.278 -0.488 0.504
H -4.125 5.115 0.798 0.189
H -5.226 5.131 -1.847 0.309
C -2.470 -5.119 -3.083 -0.782
C -1.663 -6.279 -2.542 -0.460
O -2.303 -7.051 -1.561 -0.566
H -2.428 -4.236 -2.444 0.072
H -3.460 -5.488 -3.347 0.525
H -2.038 -4.874 -4.053 0.375
H -0.750 -5.942 -2.050 0.181
H -1.309 -6.923 -3.346 0.460
H -1.739 -7.813 -1.407 0.311
C 0.765 -0.027 -5.843 -0.159
C 0.419 0.608 -7.205 -0.574
O 0.739 1.993 -6.987 -0.480
H 0.442 0.530 -4.963 -0.345
H 1.853 -0.090 -5.844 0.301
H 0.365 -1.040 -5.805 0.338
H -0.620 0.422 -7.479 0.339
H 0.986 0.260 -8.068 0.335
H 0.525 2.535 -7.750 0.245
C -1.679 1.888 5.109 -0.615
C -1.081 2.904 4.245 0.616
O -1.709 4.126 4.339 -0.599
H -2.750 1.793 4.933 -0.065
H -1.568 2.144 6.163 0.383
H -1.175 0.933 4.962 0.061
H -1.244 2.563 3.223 -0.245
H -0.013 2.977 4.449 0.268
H -1.259 4.717 3.731 0.358
C 3.021 0.859 5.806 -0.467
C 1.612 0.971 6.396 0.161
O 1.625 0.647 7.787 -0.603
H 3.075 1.089 4.742 -0.145
H 3.311 -0.182 5.947 -0.038
H 3.809 1.391 6.338 0.478
H 0.969 0.260 5.877 -0.078
H 1.198 1.967 6.244 0.322
H 0.762 0.390 8.119 0.370
C -3.519 2.209 -3.884 1.177
C -3.714 2.569 -5.326 -0.606
O -4.687 3.565 -5.281 -0.554
H -3.011 2.984 -3.311 -0.513
H -2.933 1.295 -3.787 -0.474
H -4.421 1.912 -3.348 -0.004
H -4.181 1.774 -5.907 0.341
H -2.834 2.898 -5.879 0.305
H -4.798 3.894 -6.176 0.300
C 5.327 -4.330 -1.477 -1.417
C 4.205 -3.398 -0.953 0.285
O 4.220 -3.445 0.478 -0.151
H 5.125 -5.312 -1.048 0.340
H 6.368 -4.083 -1.272 0.395
H 5.253 -4.406 -2.562 0.403
H 3.250 -3.691 -1.389 -0.105
H 4.329 -2.363 -1.272 0.274
H 5.063 -3.100 0.782 0.216
C 5.416 1.521 2.590 -0.153
C 6.496 2.512 2.187 -0.677
O 7.222 2.986 3.276 -0.530
H 4.717 2.079 3.213 0.302
H 5.892 0.702 3.130 0.338
H 4.718 1.139 1.845 -0.032
H 6.025 3.334 1.648 0.266
H 7.193 2.040 1.494 0.340
H 7.789 3.652 2.880 0.352
C 1.469 -2.629 7.502 -1.257
C 1.100 -3.279 6.164 0.292
O 2.220 -3.993 5.626 -0.427
H 0.704 -1.927 7.834 0.237
H 2.396 -2.056 7.479 0.296
H 1.612 -3.420 8.238 0.440
H 0.795 -2.544 5.418 -0.133
H 0.264 -3.975 6.229 0.379
H 2.360 -4.783 6.154 0.244
C -1.230 -5.164 2.226 -1.029
C -0.186 -4.391 3.028 0.715
O 1.040 -5.077 2.886 -0.180
H -0.880 -5.224 1.196 0.173
H -2.090 -4.499 2.305 0.206
H -1.469 -6.144 2.639 0.453
H -0.482 -4.395 4.077 0.185
H -0.149 -3.360 2.676 -0.447
H 1.005 -5.787 3.531 0.274
C -0.329 4.439 -4.459 -1.189
C 0.512 3.483 -3.669 1.887
O 1.660 3.154 -4.370 -0.525
H -0.599 3.935 -5.387 0.169
H 0.196 5.364 -4.696 0.386
H -1.253 4.720 -3.955 0.246
H -0.065 2.576 -3.494 -0.432
H 0.644 3.951 -2.694 -0.716
H 1.313 2.715 -5.150 0.132
C 5.432 -2.911 3.993 -1.471
C 4.167 -2.234 3.441 0.641
O 3.313 -3.304 3.186 0.094
H 5.156 -3.317 4.966 0.385
H 6.202 -2.165 4.189 0.380
H 5.827 -3.683 3.332 0.316
H 4.410 -1.654 2.551 0.267
H 3.688 -1.614 4.199 -0.577
H 3.042 -3.537 4.077 0.250

64
Properties=species:S:1:pos:R:3:nbo_charge:R:1 method="wB97M-V/def2-TZVPD" homo_lumo_gap_ev=6.82 relative_energy_ev=0.393 homo_energy_ha=-0.3737 total_charge=+1
C -0.078 -3.279 1.108 -0.417
N -0.513 -2.396 0.058 -0.344
C 0.315 -1.437 -0.479 0.638
H -0.077 0.085 0.828 0.179
C 1.760 -1.525 -0.411 -0.249
C 2.650 -0.792 0.403 -0.104
C 4.000 -1.046 0.335 -0.256
C 4.508 -2.028 -0.553 0.364
O 5.855 -2.219 -0.587 -0.476
C 6.405 -3.186 -1.488 -0.260
C 3.604 -2.761 -1.356 -0.306
C 2.253 -2.513 -1.285 -0.160
N -0.360 -0.861 -1.532 -0.354
C 0.213 0.160 -2.379 -0.418
C -1.325 -1.793 -1.949 0.181
C -1.422 -2.754 -0.951 0.101
C -2.013 -3.977 -1.154 -0.216
C -2.583 -4.181 -2.416 -0.191
C -2.499 -3.217 -3.417 -0.188
C -1.835 -2.001 -3.211 -0.240
H -0.824 -4.067 1.176 0.228
H 0.912 -3.697 0.881 0.231
H -0.035 -2.718 2.045 0.231
H 2.271 -0.032 1.078 0.230
H 4.708 -0.506 0.950 0.243
H 7.478 -3.116 -1.307 0.219
H 6.058 -4.196 -1.260 0.186
H 6.190 -2.938 -2.530 0.187
H 3.936 -3.535 -2.046 0.240
H 1.540 -3.067 -1.888 0.222
H -0.436 0.247 -3.252 0.229
H 0.218 1.103 -1.828 0.239
H 1.237 -0.092 -2.690 0.232
H -2.034 -4.699 -0.358 0.231
H -3.097 -5.123 -2.609 0.239
H -2.952 -3.409 -4.385 0.239
H -1.732 -1.236 -3.959 0.234
C -5.929 4.341 1.168 -0.199
C -5.764 2.991 1.468 -0.207
C -4.490 2.400 1.514 -0.204
C -3.342 3.187 1.248 -0.027
C -2.032 2.579 1.304 0.308
O -1.035 3.482 1.077 -0.498
C 0.277 3.161 1.333 0.366
C 0.649 1.883 1.713 -0.112
C 1.881 1.765 2.388 -0.200
C 2.782 2.818 2.378 -0.233
C 2.427 4.065 1.866 -0.184
C 1.133 4.255 1.384 -0.256
C -0.339 0.789 1.542 -0.430
C -1.728 1.264 1.416 -0.290
C -3.512 4.574 0.985 -0.210
C -4.788 5.122 0.941 -0.204
H -6.934 4.786 1.128 0.227
H -6.641 2.363 1.696 0.221
H -4.339 1.365 1.795 0.209
H 2.106 0.828 2.910 0.213
H 3.789 2.661 2.773 0.223
H 3.116 4.906 1.888 0.229
H 0.749 5.222 1.118 0.234
H -0.257 0.055 2.363 0.209
H -2.525 0.519 1.421 0.214
H -2.639 5.222 0.853 0.232
H -4.908 6.196 0.746 0.222